[1]
{"formula": "C31H35BrN7O3S2SbV", "method": "ωB97M-V/def2-TZVPD", "e_homo_ev": [-11.145, -11.249], "total_charge": 1, "lumo_ev": [-3.949, -3.949], "energy_ev": -173217.0000, "symbols": ["V", "S", "C", "N", "C", "C", "C", "C", "C", "C", "S", "H", "H", "H", "H", "N", "C", "N", "C", "N", "C", "C", "C", "C", "Sb", "C", "C", "C", "C", "C", "C", "C", "C", "H", "H", "H", "H", "H", "H", "H", "H", "H", "H", "H", "H", "H", "H", "H", "H", "H", "H", "H", "H", "H", "H", "H", "H", "H", "H", "H", "O", "N", "C", "C", "N", "C", "N", "Br", "C", "C", "C", "C", "C", "C", "C", "O", "O", "H", "H", "H", "H"], "coordinates": [[-0.07385, 0.71572, 1.53725], [0.82464, -1.42132, -1.99811], [1.25364, -1.39907, -0.30158], [1.36033, -0.45148, 0.59481], [2.08614, -0.90304, 1.71587], [2.41998, -0.12772, 2.82603], [3.06873, -0.74102, 3.87948], [3.40732, -2.09477, 3.83073], [3.11041, -2.86331, 2.72116], [2.44168, -2.24793, 1.66984], [1.91968, -2.92583, 0.16777], [2.22715, 0.93750, 2.85339], [3.32952, -0.15776, 4.75161], [3.92013, -2.54620, 4.66882], [3.38738, -3.90776, 2.67244], [-4.19399, 3.18440, -2.35960], [-3.81012, 2.99088, -1.28486], [-3.36428, 2.75105, -0.06419], [-2.45971, 1.92171, 0.19203], [-1.60829, 1.13720, 0.42951], [1.60372, -0.27761, -5.13305], [0.10562, -0.57082, -5.04907], [-0.09406, -2.08087, -5.18174], [-0.63589, 0.15167, -6.17671], [-0.70762, 0.15438, -3.07758], [0.26618, 2.27084, -2.81547], [0.13627, 2.91297, -4.18247], [-0.44548, 3.09670, -1.77719], [1.68114, 1.93700, -2.39091], [-2.76063, -0.93714, -2.90044], [-3.39077, -0.78884, -4.27270], [-2.39069, -2.35956, -2.53538], [-3.63750, -0.31499, -1.84569], [1.97104, -0.72277, -6.06325], [2.17024, -0.72644, -4.31747], [1.83236, 0.78405, -5.18177], [0.37774, -2.39039, -6.11982], [-1.14000, -2.37114, -5.24527], [0.38354, -2.64889, -4.38387], [-0.20681, -0.18459, -7.12626], [-0.52599, 1.23258, -6.14159], [-1.69771, -0.07861, -6.20611], [-0.90534, 3.03442, -4.48332], [0.68954, 2.39900, -4.96084], [0.56052, 3.91908, -4.09462], [-1.47150, 3.32069, -2.05860], [0.09270, 4.05106, -1.72762], [-0.39431, 2.64929, -0.79176], [2.21437, 1.29810, -3.08940], [1.70760, 1.48601, -1.39851], [2.22216, 2.88885, -2.33131], [-2.84770, -1.30506, -5.05761], [-3.53854, 0.25629, -4.54986], [-4.38588, -1.24387, -4.21471], [-1.72523, -2.84187, -3.24672], [-3.32586, -2.93232, -2.51564], [-1.94403, -2.42078, -1.54312], [-3.91270, 0.70831, -2.08906], [-3.20110, -0.37105, -0.85332], [-4.56510, -0.90029, -1.83007], [0.99093, 2.20633, 1.20609], [0.01125, 2.42993, 2.05688], [-0.25553, 3.55854, 2.62340], [0.53059, 4.72177, 2.34428], [1.16706, 5.64272, 2.08948], [-1.39082, 3.57942, 3.49790], [-2.31600, 3.56050, 4.17770], [-2.54362, -1.96950, 6.42092], [-3.08076, -2.37207, 4.66238], [-4.23544, -3.13218, 4.53442], [-4.72006, -3.47372, 3.28408], [-4.05791, -3.05157, 2.13993], [-2.91575, -2.28590, 2.26550], [-2.40127, -1.93807, 3.51969], [-1.16324, -1.11863, 3.56570], [-0.47802, -0.89386, 4.51591], [-0.81569, -0.58744, 2.34148], [-4.75282, -3.45166, 5.42792], [-5.61971, -4.07007, 3.20660], [-4.43533, -3.31515, 1.16050], [-2.39328, -1.94138, 1.38437]]}

=====

[2]
{"formula": "C31H35Cl2FNO7", "method": "ωB97M-V/def2-TZVPD", "e_homo_ev": -11.571, "total_charge": 1, "lumo_ev": -4.412, "energy_ev": -76290.4164, "symbols": ["C", "C", "Cl", "C", "Cl", "C", "N", "C", "C", "C", "C", "C", "O", "C", "C", "C", "C", "F", "H", "H", "H", "H", "H", "H", "H", "H", "H", "H", "H", "H", "H", "H", "H", "H", "H", "H", "H", "H", "H", "H", "H", "C", "C", "C", "O", "C", "C", "C", "O", "H", "H", "H", "H", "C", "C", "C", "O", "C", "C", "C", "O", "H", "H", "H", "H", "C", "C", "C", "O", "C", "C", "C", "O", "H", "H", "H", "H"], "coordinates": [[-0.14367, 1.02508, -0.79178], [-0.81902, -0.03720, 0.00163], [-2.44168, 0.36082, 0.49296], [-0.34163, -1.22230, 0.36873], [1.28483, -1.67674, -0.07080], [-1.11297, -2.20720, 1.20642], [-0.61568, -3.63311, 1.03253], [-0.77531, -4.31201, 2.37276], [-1.68761, -3.38046, 3.15846], [-1.78091, -3.81530, 4.62118], [-2.72803, -3.05346, 5.58808], [-3.57586, -1.94558, 4.98059], [-2.02889, -2.45418, 6.67586], [-1.13425, -1.99794, 2.73231], [0.25550, -1.57649, 3.22517], [0.44698, -1.34386, 4.72312], [1.61126, -0.41109, 4.97100], [2.72630, -0.87468, 4.27278], [-0.05830, 1.94107, -0.20555], [-0.73847, 1.26858, -1.67206], [0.84292, 0.71376, -1.11994], [-2.14412, -2.22978, 0.85450], [0.35825, -3.65169, 0.72463], [-1.17618, -4.13266, 0.32975], [-1.14343, -5.32236, 2.21475], [0.20818, -4.35772, 2.84027], [-2.68917, -3.47375, 2.71990], [-2.12738, -4.85289, 4.60051], [-0.77351, -3.85370, 5.04406], [-3.41787, -3.79442, 6.00499], [-4.37625, -1.68206, 5.66985], [-2.98043, -1.04754, 4.82131], [-4.03792, -2.25433, 4.04093], [-1.30801, -3.02575, 6.95747], [-1.85670, -1.21060, 2.93403], [1.02388, -2.26916, 2.86775], [0.47923, -0.63409, 2.71422], [-0.44925, -0.91146, 5.17318], [0.63868, -2.27903, 5.25099], [1.40579, 0.59879, 4.60836], [1.88126, -0.36665, 6.02537], [1.38792, 5.17228, -3.41485], [2.56303, 5.74713, -3.65590], [3.79769, 4.93954, -3.81629], [4.86909, 5.45722, -4.03938], [3.67201, 3.46113, -3.69879], [2.49578, 2.88941, -3.45888], [1.26328, 3.70114, -3.29421], [0.19210, 3.17407, -3.06427], [0.48011, 5.74802, -3.28619], [2.66724, 6.82186, -3.72225], [4.58599, 2.89509, -3.82656], [2.37493, 1.81594, -3.37991], [-0.57641, 11.02759, -5.41426], [-0.36979, 10.19294, -4.39986], [0.83888, 9.33525, -4.34411], [1.01837, 8.56756, -3.41888], [1.81694, 9.44886, -5.45391], [1.61227, 10.28312, -6.46902], [0.39709, 11.13773, -6.53195], [0.20937, 11.89416, -7.45732], [-1.44973, 11.66359, -5.48196], [-1.06115, 10.09331, -3.57287], [2.69787, 8.82254, -5.38648], [2.30825, 10.38710, -7.29156], [0.84665, -7.70681, -2.20303], [0.16578, -6.65239, -1.76189], [-0.92669, -6.81154, -0.78047], [-1.54817, -5.84103, -0.36430], [-1.26244, -8.17124, -0.31375], [-0.58426, -9.22977, -0.74976], [0.52958, -9.08205, -1.72595], [1.15186, -10.03811, -2.11930], [1.65078, -7.62709, -2.92326], [0.36862, -5.64436, -2.10274], [-2.08086, -8.24956, 0.39038], [-0.80254, -10.23948, -0.42653]]}

=====

[3]
{"formula": "C31H35ClIrN2Si2", "method": "ωB97M-V/def2-TZVPD", "e_homo_ev": [-11.443, -12.741], "total_charge": 2, "lumo_ev": [-5.544, -10.307], "s2": 8.793, "multiplicity": 6, "energy_ev": -66790.5421, "symbols": ["C", "C", "C", "H", "C", "C", "H", "H", "H", "H", "Ir", "Si", "C", "C", "H", "C", "H", "C", "H", "C", "H", "C", "H", "C", "C", "H", "C", "H", "C", "H", "C", "H", "C", "H", "H", "Si", "C", "C", "H", "C", "H", "C", "H", "C", "H", "C", "H", "C", "C", "H", "C", "H", "C", "H", "C", "H", "C", "H", "H", "Cl", "N", "C", "C", "N", "H", "H", "H", "H", "H", "H", "H", "H"], "coordinates": [[0.93377, 2.08126, -0.67314], [-0.28664, 2.47418, -1.32563], [-1.34593, 2.45020, -0.34483], [-0.35396, 2.78907, -2.37200], [-0.75144, 2.07193, 0.92138], [0.64262, 1.83776, 0.71434], [1.38242, 1.55777, 1.46534], [1.92166, 1.98918, -1.12907], [-2.38556, 2.73646, -0.50544], [-1.26411, 2.00359, 1.88531], [-0.54249, 0.52773, -0.52594], [-6.24711, 2.21277, 0.56193], [-7.31121, 1.06050, -0.46190], [-7.86948, -0.01061, 0.24568], [-7.60143, -0.18568, 1.29263], [-8.75498, -0.89268, -0.37392], [-9.11460, -1.76001, 0.18144], [-9.14203, -0.68810, -1.69403], [-9.82570, -1.38616, -2.17782], [-8.61950, 0.39681, -2.40228], [-8.89284, 0.53017, -3.45340], [-7.71979, 1.27768, -1.79267], [-7.30692, 2.11735, -2.36252], [-7.37742, 2.53495, 2.06102], [-8.47588, 3.41602, 2.10494], [-8.72679, 3.99758, 1.21504], [-9.27987, 3.51748, 3.25543], [-10.13294, 4.20006, 3.27677], [-9.01812, 2.72576, 4.38477], [-9.61180, 2.81965, 5.29809], [-7.97881, 1.79279, 4.31660], [-7.76285, 1.12174, 5.14997], [-7.20000, 1.68691, 3.15618], [-6.45048, 0.89500, 3.12275], [-5.87041, 3.38818, -0.21467], [-4.68060, -1.65108, 1.46712], [-4.46758, 0.15493, 2.08952], [-4.64176, 1.44685, 1.27734], [-4.25238, 1.37776, 0.24566], [-4.18732, 2.68547, 1.92355], [-4.33102, 3.65333, 1.40640], [-3.66691, 2.70309, 3.20409], [-3.39369, 3.66886, 3.65437], [-3.46513, 1.50904, 3.89507], [-2.97208, 1.53736, 4.86765], [-3.82545, 0.27852, 3.31344], [-3.51401, -0.61786, 3.84822], [-4.66694, -1.36054, -0.39424], [-3.88080, -0.35368, -1.00374], [-3.10163, 0.17875, -0.41478], [-4.09437, 0.07365, -2.31664], [-3.54778, 0.93995, -2.70538], [-5.02805, -0.59542, -3.10639], [-5.22238, -0.26681, -4.12584], [-5.72733, -1.67589, -2.56581], [-6.45958, -2.21557, -3.17715], [-5.55556, -2.04134, -1.22079], [-6.16734, -2.83391, -0.78592], [-5.50729, -2.63989, 2.03152], [-2.79170, -2.49918, 1.78765], [-1.18604, -1.06868, -1.65551], [-0.14778, -2.12766, -1.82844], [0.53459, -2.32361, -0.49774], [0.22738, -1.17982, 0.42990], [-2.00638, -1.51543, -1.23966], [-1.50246, -0.72756, -2.55891], [-0.63922, -3.07722, -2.09179], [0.53676, -1.83989, -2.63690], [0.14564, -3.23512, -0.02998], [1.62642, -2.39007, -0.57601], [-0.46328, -1.47646, 1.13019], [1.05077, -0.96563, 0.99951]]}